A | {"formula": "C2H3NO2", "method": "ωB97M-V/def2-TZVPD", "total_charge": 0, "homo_lumo_gap_ev": [8.7, 8.7], "smiles": "C=C=O.N=O", "e_lumo_ev": [-0.40, -0.41], "elements": ["C", "C", "N", "O", "O", "H", "H", "H"], "coordinates": [[0.79558, 0.93198, 0.33064], [0.36727, 0.90700, -0.90046], [-1.17895, -1.41852, 0.96827], [1.06888, 0.82426, 1.42654], [-1.04566, -1.02069, -0.20382], [-0.49300, 1.42787, -1.30043], [0.86414, 0.24631, -1.64660], [-0.37825, -1.89821, 1.32585]], "lowdin_charge": [-0.320, -0.021, 0.059, 0.193, -0.113, 0.073, 0.092, 0.037]}

***

B | {"formula": "C2H3NO2", "method": "ωB97M-V/def2-TZVPD", "total_charge": 0, "homo_lumo_gap_ev": 11.6, "smiles": "[H]/N=C/OC=O", "e_lumo_ev": 0.85, "elements": ["O", "C", "N", "C", "O", "H", "H", "H"], "coordinates": [[-0.23939, 0.42986, -0.95657], [-0.93088, -0.16471, 0.04439], [-0.34562, -0.39149, 1.13921], [1.12978, 0.44734, -0.66258], [1.74973, 1.45110, -0.53560], [-1.96706, -0.35886, -0.24518], [-0.93089, -0.84429, 1.83114], [1.53434, -0.56896, -0.61482]], "lowdin_charge": [0.004, -0.287, 0.127, -0.319, 0.133, 0.137, 0.062, 0.142]}

***

C | {"formula": "C2H3NO2", "method": "ωB97M-V/def2-TZVPD", "total_charge": 0, "homo_lumo_gap_ev": 9.3, "e_lumo_ev": -0.38, "elements": ["C", "C", "N", "O", "O", "H", "H", "H"], "coordinates": [[0.20556, -0.16022, -1.07779], [1.11641, -1.40649, -0.45289], [-0.32925, 0.44582, -0.05756], [-0.19831, -0.34784, -2.14341], [1.32366, -1.26758, 0.75146], [0.42678, -0.17810, 0.74183], [1.46475, -2.25008, -1.44189], [-0.67084, 1.35169, -0.43427]], "lowdin_charge": [-0.659, -0.069, 0.105, 0.082, 0.036, 0.159, 0.216, 0.129]}

***

Least stable = A

***

A | {"formula": "C2H3NO2", "method": "ωB97M-V/def2-TZVPD", "total_charge": 0, "homo_lumo_gap_ev": [8.9, 6.6], "e_lumo_ev": [-0.56, -1.08], "elements": ["C", "C", "N", "O", "O", "H", "H", "H"], "coordinates": [[-1.46808, 0.03406, 0.20937], [-0.05717, 0.15964, -0.03914], [-2.53292, 0.55883, 0.43035], [-3.95076, -0.57029, -0.74029], [-3.81601, 0.24285, 0.30829], [0.10744, 1.31391, 0.00428], [0.52195, -0.40519, 0.69964], [0.20096, -0.06892, -1.03605]], "lowdin_charge": [-0.040, -0.053, 0.058, -0.127, -0.131, 0.131, 0.091, 0.072]}

***

B | {"formula": "C2H3NO2", "method": "ωB97M-V/def2-TZVPD", "total_charge": 0, "homo_lumo_gap_ev": 8.9, "e_lumo_ev": -0.27, "elements": ["C", "C", "H", "H", "H", "N", "O", "O"], "coordinates": [[0.16571, -0.49511, 0.73854], [0.43920, -0.79144, -0.79693], [-0.74151, 2.44755, 0.26518], [0.35471, -1.16947, 1.54781], [0.63341, -1.84814, -0.62843], [-0.31661, 0.70928, 0.95351], [-0.84416, 1.32616, -0.28241], [0.30925, -0.17882, -1.79727]], "lowdin_charge": [-0.071, -0.255, 0.265, 0.092, 0.085, -0.032, -0.173, 0.089]}

***

Least stable = A

***

A | {"formula": "C2H3NO2", "method": "ωB97M-V/def2-TZVPD", "total_charge": 0, "homo_lumo_gap_ev": 10.8, "smiles": "C#[N+][O-].C=O", "e_lumo_ev": 0.87, "elements": ["C", "C", "N", "O", "O", "H", "H", "H"], "coordinates": [[-1.53380, 1.04439, -0.08290], [1.70969, -0.54626, -0.17149], [-1.84997, 0.08033, 0.40726], [1.45499, 0.50085, -0.64113], [-2.28371, -0.90581, 0.88525], [-1.04839, 1.88812, -0.60030], [2.72883, -0.91929, 0.06955], [0.82236, -1.14234, 0.13376]], "lowdin_charge": [0.123, -0.155, -0.252, -0.006, 0.020, 0.104, 0.088, 0.079]}

***

B | {"formula": "C2H3NO2", "method": "ωB97M-V/def2-TZVPD", "total_charge": 0, "homo_lumo_gap_ev": 10.3, "e_lumo_ev": 0.86, "elements": ["C", "C", "N", "O", "O", "H", "H", "H"], "coordinates": [[1.20414, 0.17131, 0.00918], [-0.06833, -0.56338, -0.11275], [0.43630, 1.34215, 0.09121], [2.34404, -0.16293, -0.07114], [-0.85781, 0.71063, -0.17310], [-0.52731, -1.15838, -0.95073], [-0.34976, -1.09319, 0.82529], [0.46830, 2.42500, 0.25589]], "lowdin_charge": [-0.487, -0.060, 0.068, 0.106, -0.110, 0.145, 0.134, 0.202]}

***

C | {"formula": "C2H3NO2", "method": "ωB97M-V/def2-TZVPD", "total_charge": 0, "homo_lumo_gap_ev": 10.7, "smiles": "C1=NOCO1", "e_lumo_ev": 0.96, "elements": ["C", "C", "H", "H", "H", "N", "O", "O"], "coordinates": [[-1.00853, -0.03964, 0.08691], [1.29413, -0.19501, 0.02125], [-1.75332, -0.46436, -0.61046], [-1.51109, -0.16622, 1.06214], [2.30401, -0.45159, -0.20320], [1.02186, 1.10569, 0.05092], [0.13794, -0.98400, -0.17112], [-0.48499, 1.19512, -0.23646]], "lowdin_charge": [-0.197, -0.133, 0.130, 0.126, 0.122, 0.123, -0.066, -0.105]}

***

Least stable = A

***

A | {"formula": "C4H12N2O2", "method": "ωB97M-V/def2-TZVPD", "total_charge": 0, "homo_lumo_gap_ev": 9.5, "smiles": "C[C@@H](C=O)NCN.O", "e_lumo_ev": 0.78, "elements": ["O", "C", "C", "C", "N", "C", "N", "H", "H", "H", "H", "H", "H", "H", "H", "H", "H", "H", "H", "O"], "coordinates": [[0.88575, 1.96162, 0.00122], [0.01022, 1.86459, 0.85561], [-0.53199, 0.62061, 1.48205], [0.65934, -0.19095, 1.99674], [-1.19237, -0.41136, 0.64714], [-2.04745, 0.10186, -0.55449], [-1.58826, -0.20049, -1.89112], [-0.51477, 2.78814, 1.22956], [-1.14968, 1.01452, 2.35153], [1.33833, -0.49382, 1.27827], [1.27747, 0.28940, 2.74364], [0.21135, -1.13391, 2.68830], [-0.46979, -1.09460, 0.23937], [-2.08158, 1.22680, -0.37081], [-2.98301, -0.34650, -0.45027], [-1.43932, -0.99668, -2.32980], [-1.17342, 0.50924, -2.37728], [3.77789, -1.06561, -2.40821], [3.71850, -2.51290, -2.85173], [3.29279, -1.92996, -2.27973]], "lowdin_charge": [0.046, -0.248, -0.406, -0.089, -0.036, -0.223, 0.058, 0.124, 0.146, 0.043, 0.063, 0.154, 0.127, 0.129, 0.071, 0.009, 0.033, 0.071, -0.015, -0.056]}

***

B | {"formula": "C4H12N2O2", "method": "ωB97M-V/def2-TZVPD", "total_charge": 0, "homo_lumo_gap_ev": 9.6, "smiles": "NC[C@H](CO)NCO", "e_lumo_ev": 0.79, "elements": ["C", "N", "C", "C", "O", "N", "C", "O", "H", "H", "H", "H", "H", "H", "H", "H", "H", "H", "H", "H"], "coordinates": [[1.20838, 0.63407, 1.06760], [0.81001, 1.51546, 2.18297], [0.17375, 0.44366, -0.05531], [-1.38085, 0.18800, 0.13306], [-2.13472, 1.35064, 0.47556], [0.77062, -0.80711, -0.72644], [0.23515, -1.28446, -1.98677], [-1.10044, -1.70597, -1.90251], [1.56838, -0.29601, 1.53406], [2.11614, 1.05941, 0.57283], [0.81919, 2.56490, 1.86455], [1.36627, 1.38472, 2.98944], [0.19354, 1.19446, -0.83860], [-1.63099, -0.57414, 0.89376], [-1.79211, -0.06608, -0.87783], [-2.06334, 1.41687, 1.56059], [0.87317, -1.56941, 0.03784], [0.91806, -2.16086, -2.17339], [0.30957, -0.62129, -2.83172], [-1.25978, -2.66686, -1.91966]], "lowdin_charge": [-0.259, -0.027, -0.263, -0.236, -0.148, -0.054, -0.306, -0.092, 0.108, 0.114, 0.122, 0.031, 0.133, 0.121, 0.109, 0.162, 0.142, 0.128, 0.115, 0.102]}

***

C | {"formula": "C4H12N2O2", "method": "ωB97M-V/def2-TZVPD", "total_charge": 0, "homo_lumo_gap_ev": 9.6, "smiles": "CCNCC(N)=O.O", "e_lumo_ev": 0.75, "elements": ["C", "C", "N", "C", "C", "N", "O", "H", "H", "H", "H", "H", "H", "H", "H", "H", "H", "H", "H", "O"], "coordinates": [[-1.70349, 0.12074, 1.13793], [-1.06875, -1.05342, 0.40355], [0.30575, -0.71415, -0.09640], [0.37469, 0.60429, -0.78380], [0.80291, 1.89914, 0.03676], [2.01406, 2.07908, 0.58186], [-0.03826, 2.74983, 0.02378], [-2.54782, -0.02644, 1.65250], [-1.01808, 0.62366, 1.82926], [-2.18355, 0.93099, 0.57318], [-1.07060, -2.03943, 1.05793], [-1.66403, -1.34079, -0.45962], [1.02648, -0.74296, 0.57396], [1.10960, 0.29297, -1.66055], [-0.54571, 0.96315, -1.34336], [2.73419, 1.50113, 0.21669], [2.22832, 2.87225, 1.12358], [0.00896, -3.56735, -1.70006], [0.39665, -2.13700, -1.48696], [0.83868, -3.01571, -1.68022]], "lowdin_charge": [-0.106, -0.242, -0.113, -0.129, -0.550, 0.177, 0.046, 0.016, 0.087, 0.085, 0.148, 0.095, 0.090, 0.141, 0.134, 0.096, 0.098, 0.048, 0.003, -0.125]}

***

Least stable = A

***

A | {"formula": "C4H12N2O2", "method": "ωB97M-V/def2-TZVPD", "total_charge": 0, "homo_lumo_gap_ev": 10.2, "smiles": "CC(=O)NCCN.O", "e_lumo_ev": 0.78, "elements": ["C", "C", "N", "C", "C", "N", "O", "H", "H", "H", "H", "H", "H", "H", "H", "H", "H", "H", "H", "O"], "coordinates": [[1.32069, -0.82430, -1.70133], [1.13129, 0.45643, -0.99377], [-0.10157, 1.01722, -0.59422], [-1.24161, 0.23698, -0.80896], [-1.56914, -0.79906, 0.32698], [-2.15194, -0.01696, 1.62471], [2.16578, 1.06564, -0.67620], [0.44496, -1.32031, -1.87012], [1.85498, -0.66099, -2.63157], [1.84083, -1.55120, -1.02055], [0.17303, 1.96025, -0.19374], [-2.26038, 0.95186, -1.07377], [-1.21833, -0.11626, -1.83896], [-2.09555, -1.71099, 0.02258], [-0.61403, -1.34576, 0.52241], [-1.93264, 0.77111, 1.34034], [-3.14246, 0.13250, 1.52954], [0.53911, 0.12728, 2.26478], [1.13713, -1.00558, 2.99174], [0.73429, -0.77240, 2.15200]], "lowdin_charge": [-0.003, -0.503, 0.022, -0.267, -0.160, 0.064, 0.005, 0.023, 0.099, 0.123, 0.182, 0.176, 0.094, 0.096, 0.076, -0.101, 0.056, 0.006, 0.049, -0.037]}

***

B | {"formula": "C4H12N2O2", "method": "ωB97M-V/def2-TZVPD", "total_charge": 0, "homo_lumo_gap_ev": 10.5, "smiles": "CO[C@@H](N)N(C)OC", "e_lumo_ev": 0.97, "elements": ["C", "C", "C", "C", "N", "N", "O", "O", "H", "H", "H", "H", "H", "H", "H", "H", "H", "H", "H", "H"], "coordinates": [[0.27116, 0.66557, -0.40426], [-1.66839, 0.78860, -2.05601], [1.69878, -0.61467, 1.97115], [-0.25183, -1.69868, 0.02682], [-0.37575, -0.30143, 0.40100], [-0.05649, 1.96320, 0.01066], [-0.38624, 0.27268, -1.78535], [0.41375, -0.04941, 1.80253], [1.33607, 0.51553, -0.57468], [-1.00406, 1.97321, 0.37175], [0.57772, 2.24916, 0.74785], [-1.90262, 0.56977, -3.10382], [-2.43578, 0.33270, -1.42210], [-1.69831, 1.87967, -1.94970], [2.47056, -0.09937, 1.38649], [1.97937, -0.53218, 3.02821], [1.73865, -1.68720, 1.74627], [-1.04591, -1.95619, -0.67773], [0.70865, -1.94597, -0.43471], [-0.36934, -2.32498, 0.91560]], "lowdin_charge": [-0.401, -0.146, -0.145, -0.080, -0.047, 0.097, -0.182, -0.183, 0.150, 0.094, 0.090, 0.086, 0.079, 0.074, 0.076, 0.092, 0.071, 0.091, 0.089, 0.093]}

***

C | {"formula": "C4H12N2O2", "method": "ωB97M-V/def2-TZVPD", "total_charge": 0, "homo_lumo_gap_ev": 9.6, "e_lumo_ev": 0.64, "elements": ["C", "C", "C", "C", "N", "N", "O", "O", "H", "H", "H", "H", "H", "H", "H", "H", "H", "H", "H", "H"], "coordinates": [[-0.27974, -0.59607, 0.26844], [0.19643, 0.01885, -1.06461], [0.26990, 0.17131, 1.50219], [1.64032, 0.42530, -1.13005], [-1.72486, -0.55713, 0.31469], [-0.17876, 1.53712, 1.66334], [0.26528, -1.90142, 0.34952], [-0.59588, 0.90717, -1.67578], [-0.00706, -2.34119, -0.48705], [-1.50027, 0.49437, -1.62303], [-0.24739, -1.18072, -1.93986], [-2.04666, -0.86717, 1.22446], [-2.09545, -1.18684, -0.39517], [-1.18993, 1.58868, 1.60891], [0.20214, 2.14350, 0.94636], [1.35836, 0.14185, 1.48548], [-0.04511, -0.41409, 2.37040], [1.80293, 1.33464, -0.54886], [1.91062, 0.64074, -2.16047], [2.26514, -0.35890, -0.70893]], "lowdin_charge": [-0.608, -0.416, -0.214, -0.024, 0.093, 0.024, -0.029, -0.024, 0.080, 0.116, 0.193, 0.095, 0.084, 0.067, 0.063, 0.114, 0.119, 0.087, 0.089, 0.092]}

***

D | {"formula": "C4H12N2O2", "method": "ωB97M-V/def2-TZVPD", "total_charge": 0, "homo_lumo_gap_ev": 9.6, "smiles": "NCCNCC=O.O", "e_lumo_ev": 0.88, "elements": ["N", "C", "C", "N", "C", "C", "O", "H", "H", "H", "H", "H", "H", "H", "H", "H", "H", "H", "H", "O"], "coordinates": [[1.65746, -1.17284, -0.67852], [1.03863, 0.03332, -1.20440], [-0.49161, -0.15410, -1.27895], [-1.06662, -0.39204, 0.03047], [-1.16369, 0.77425, 0.89910], [-2.23351, 1.77921, 0.50489], [-2.36860, 2.33488, -0.54990], [2.66327, -1.15364, -0.82634], [1.42319, -2.05223, -1.13202], [1.41173, 0.39321, -2.16109], [1.13071, 0.76108, -0.43222], [-0.69438, -1.05584, -1.83837], [-0.86737, 0.71668, -1.80513], [-1.96706, -0.84358, -0.03152], [-1.36072, 0.43753, 1.91339], [-0.18883, 1.23016, 1.07435], [-2.96694, 1.91172, 1.33546], [2.30633, -1.73493, 2.50021], [1.84499, -0.93563, 1.35310], [1.89302, -0.87720, 2.32749]], "lowdin_charge": [-0.021, -0.249, -0.229, -0.052, -0.194, -0.243, 0.056, 0.079, 0.081, 0.111, 0.084, 0.111, 0.101, 0.110, 0.111, 0.116, 0.115, 0.029, -0.019, -0.096]}

***

Least stable = B

***

A | {"formula": "C4H12N2O2", "method": "ωB97M-V/def2-TZVPD", "total_charge": 0, "homo_lumo_gap_ev": [8.1, 5.9], "e_lumo_ev": [0.38, -0.32], "elements": ["C", "C", "C", "C", "N", "O", "H", "H", "H", "H", "H", "H", "H", "H", "H", "N", "O", "H", "H", "H"], "coordinates": [[1.25251, -2.17223, -0.47910], [0.23290, 1.35156, 0.96884], [1.14848, -0.90691, 0.30555], [0.09410, 0.13126, 0.05624], [0.18633, 0.58587, -1.34440], [2.32978, -0.57643, 0.88008], [2.24399, 0.24734, 1.38577], [0.24641, -0.21527, -1.96885], [-0.79695, 0.90402, -1.50049], [0.29226, -2.44429, -0.91634], [2.00319, -2.07433, -1.27139], [1.60223, -2.98448, 0.16894], [1.15121, 1.91369, 0.76335], [-0.60046, 2.03666, 0.78337], [0.19030, 1.07085, 2.02606], [-2.66742, 1.27191, -0.13570], [-2.03784, 0.03691, -0.34005], [-0.34702, -0.85550, 0.81008], [-3.30113, 1.47370, -0.91072], [-3.22285, 1.20567, 0.71880]], "lowdin_charge": [-0.030, -0.067, -0.337, -0.440, 0.081, 0.080, 0.105, 0.071, 0.072, 0.093, 0.097, 0.092, 0.087, 0.065, 0.089, -0.094, -0.336, 0.236, 0.070, 0.067]}

***

B | {"formula": "C4H12N2O2", "method": "ωB97M-V/def2-TZVPD", "total_charge": 0, "homo_lumo_gap_ev": 6.5, "e_lumo_ev": -2.45, "elements": ["N", "C", "C", "N", "C", "C", "O", "H", "H", "H", "H", "H", "H", "H", "H", "H", "H", "H", "H", "O"], "coordinates": [[-0.53680, 1.83568, -0.89232], [0.20608, 1.78628, 0.29605], [0.64259, 0.30744, 0.53192], [-0.49704, -0.55611, 0.81286], [-1.03062, -1.12173, -0.46625], [-0.09792, -1.62262, 1.69808], [1.58934, 0.16556, 1.31983], [-0.02355, 1.17779, -1.53872], [-0.64213, 2.77371, -1.25169], [1.14154, 2.35621, 0.36751], [-0.43951, 2.13226, 1.10310], [-1.97232, -1.59141, -0.17705], [-0.27476, -1.77393, -0.92666], [-1.16794, -0.33915, -1.20072], [0.09690, -1.23883, 2.69381], [-0.90451, -2.35210, 1.76053], [0.81128, -2.10443, 1.32772], [1.30532, 0.24558, -2.80896], [1.03536, 0.02262, -0.57086], [0.75867, -0.10281, -2.07817]], "lowdin_charge": [-0.019, -0.203, -0.529, -0.083, -0.059, -0.074, 0.108, 0.014, 0.082, 0.124, 0.125, 0.094, 0.093, 0.058, 0.096, 0.094, 0.107, 0.031, 0.203, -0.263]}

***

C | {"formula": "C4H12N2O2", "method": "ωB97M-V/def2-TZVPD", "total_charge": 0, "homo_lumo_gap_ev": 9.5, "smiles": "NC[C@H](CO)NCO", "e_lumo_ev": 0.89, "elements": ["C", "N", "C", "C", "O", "N", "C", "O", "H", "H", "H", "H", "H", "H", "H", "H", "H", "H", "H", "H"], "coordinates": [[1.48244, 0.37316, 0.18718], [1.80443, 0.67056, 1.58092], [-0.13024, 0.41637, 0.03211], [-0.79163, 0.75002, 1.32529], [-2.10820, 1.33413, 1.12544], [-0.56518, -1.00837, -0.34433], [-0.06123, -1.30682, -1.74323], [-0.90669, -0.67892, -2.66192], [1.83903, -0.68494, -0.03342], [1.99455, 1.11373, -0.41546], [2.37692, 1.39805, 1.84503], [1.69673, -0.08864, 2.23512], [-0.53595, 1.09443, -0.81969], [-0.51161, 1.62967, 2.00145], [-0.96133, 0.00560, 2.07896], [-2.77922, 0.61201, 1.11525], [-1.52997, -1.25233, -0.42746], [-0.29264, -2.47002, -1.81972], [0.89731, -0.96685, -1.70000], [-0.91750, -0.94085, -3.56154]], "lowdin_charge": [-0.186, -0.018, -0.268, -0.259, -0.119, -0.022, -0.278, -0.046, 0.116, 0.106, 0.037, 0.081, 0.161, 0.140, 0.108, 0.087, 0.085, 0.155, 0.052, 0.067]}

***

Least stable = A